No. 1
The following is a DFT calculation (ωB97M-V/def2-TZVPD) of a 9-piece molecular cluster, C5H27NO8 overall.

The calculation puts the HOMO-LUMO gap at 8.34 eV. Its SMILES is C/C=C/NCC.O.O.O.O.O.O.O.O. The value obtained for the LUMO energy is 0.1 eV. As for the charge: 0.

CARTESIAN COORDINATES (ANGSTROEM)
C -2.84660 1.55969 0.90320
C -1.75089 0.73223 0.27107
C -1.94649 -0.45421 -0.28587
N -0.92374 -1.09963 -0.99086
C -0.66760 -2.53927 -0.71977
C -0.39782 -2.78714 0.74537
H -2.58702 2.38668 1.56690
H -3.62715 1.94483 0.24619
H -3.34180 0.93115 1.66201
H -0.85716 1.33099 0.29578
H -2.77502 -1.13887 -0.13897
H -0.00932 -0.66809 -1.03792
H 0.11936 -2.79840 -1.40555
H -1.56828 -3.06085 -1.04303
H -0.17593 -3.83714 0.92497
H -1.25664 -2.49508 1.35068
H 0.46291 -2.26437 1.16941
H 2.63293 -0.49302 3.04496
H 2.69265 -1.99659 3.47761
O 2.96468 -1.36254 2.81401
H -2.83394 -1.23197 -2.76710
H -2.95918 -0.59975 -4.13349
O -3.47261 -1.08396 -3.47655
H -1.13464 1.99890 -1.90396
H -1.43897 0.67807 -2.82286
O -1.26233 1.61585 -2.77107
H 0.88170 2.14191 2.72231
H 1.26922 1.46501 1.30942
O 1.48114 1.55491 2.25424
H 1.97801 3.18202 -2.82706
H 0.55134 2.73943 -2.60506
O 1.31183 3.11132 -2.13655
H 2.31260 -0.23614 0.49330
H 2.59898 0.38661 -0.87685
O 1.87143 0.17013 -0.26573
H 0.33523 -1.11509 2.90104
H 0.67648 0.27188 3.36394
O 0.45924 -0.60993 3.71672
H 4.33611 1.30859 -0.23419
H 4.40929 1.53027 -1.72904
O 4.48796 0.83156 -1.06166

***

No. 2
The following is a DFT calculation (ωB97M-V/def2-TZVPD) of a 8-piece molecular cluster, C5H27NO8 overall.

The calculation puts the HOMO-LUMO gap at 9.70 eV. Its SMILES is CN[C@@H](C)[C@H](C)O.O.O.O.O.O.O.O. The value obtained for the LUMO energy is 0.3 eV. As for the charge: 0.

CARTESIAN COORDINATES (ANGSTROEM)
C 2.14077 1.43473 -1.30245
N 1.47270 0.34425 -0.65132
C 0.08737 0.07859 -1.31840
C -1.17905 0.69154 -0.75888
C -1.34933 2.05182 -1.43455
O -0.91514 1.00086 0.65533
C -0.07741 -1.46646 -1.18335
H 1.77542 2.40476 -0.89892
H 2.28533 1.32204 -2.38678
H 3.19713 1.21016 -0.96244
H 1.24931 0.60630 0.29954
H 0.08458 0.37998 -2.42526
H -2.04861 0.03197 -0.57474
H -1.22546 1.85451 -2.42089
H -0.69147 2.85952 -1.12299
H -2.28556 2.44695 -1.05646
H -0.63644 1.98065 0.61298
H -0.87696 -1.77944 -0.58781
H -0.55334 -1.74615 -2.16553
H 0.80323 -2.07479 -1.05964
H 1.89586 3.03714 2.12675
H 0.87391 2.45492 2.93743
O 1.10454 2.46805 2.02649
H 0.17478 -1.41917 3.07272
H -0.26779 -0.47182 1.72999
O -0.56882 -0.92281 2.68358
H -0.77579 0.53590 3.62299
H -1.07600 1.65913 2.73742
O -1.11203 1.44854 3.65210
H 2.83168 -1.20012 0.96132
H 3.94960 -2.24303 0.87948
O 3.22892 -1.77325 1.49972
H -2.69564 -1.08611 1.26503
H -2.38603 -2.56884 1.40388
O -2.62782 -1.87398 0.75009
H 2.21932 -2.02971 -1.84283
H 2.33929 -2.21059 -3.31435
O 2.84478 -2.37706 -2.54758
H -3.42233 -1.47339 -2.60571
H -3.66228 0.08738 -2.87778
O -3.09428 -0.68525 -3.07002

***

No. 3
The following is a DFT calculation (ωB97M-V/def2-TZVPD) of a 9-piece molecular cluster, C5H28N2O8 overall.

The calculation puts the HOMO-LUMO gap at 10.49 eV. The value obtained for the LUMO energy is -5.9 eV. As for the charge: +2.

CARTESIAN COORDINATES (ANGSTROEM)
C 0.36385 1.08154 2.20188
C 0.62227 1.01541 0.69005
C -0.24422 1.99168 -0.05799
C -0.01312 3.29463 -0.13132
C -2.56632 1.76754 -0.54658
N -1.35428 1.40759 -0.77014
N 0.80098 -0.21916 2.83148
H -0.70839 1.21655 2.38339
H 0.90050 1.91715 2.65437
H 1.67938 1.25008 0.47372
H 0.50425 -0.01112 0.31172
H 0.85010 3.75913 0.34531
H -0.62819 3.97544 -0.70638
H -2.79130 2.55820 0.16021
H -3.39930 1.34760 -1.10321
H -1.08781 0.68766 -1.47710
H 1.72201 -0.50467 2.41018
H 0.08423 -0.92736 2.58810
H 0.92173 -0.06326 3.82959
H 2.45094 1.98913 -2.69617
H 1.23520 1.06153 -2.57200
O 2.01796 1.38902 -2.07690
H 1.98266 -1.89175 -1.90536
H 1.42078 -2.95074 -2.92812
O 1.15905 -2.24154 -2.33025
H 2.97389 -1.15647 0.42871
H 3.64336 -1.73177 1.72079
O 2.83185 -1.31584 1.39200
H -2.78265 -0.31283 1.72279
H -4.02149 0.54333 1.73798
O -3.10592 0.56702 1.40662
H -0.52711 0.03748 -3.84122
H 0.21139 -0.84992 -2.81858
O -0.19228 0.04896 -2.93264
H -2.66940 -3.94850 -0.12637
H -1.26360 -3.40629 -0.58893
O -2.03945 -3.22455 -0.02542
H 4.09184 -0.98952 -1.59068
H 2.84240 0.00933 -1.51796
O 3.19054 -0.88729 -1.27872
H -2.75675 -2.38200 2.76370
H -2.12470 -2.36437 1.37481
O -2.16395 -1.83613 2.21772

***

No. 4
The following is a DFT calculation (ωB97M-V/def2-TZVPD) of a 9-piece molecular cluster, C5H28N2O9 overall.

The calculation puts the HOMO-LUMO gap (alpha / beta) at 2.40 / 8.67 eV. The expectation value of S² is 0.751. The spin multiplicity is 2. The value obtained for the LUMO energy (alpha / beta) is 2.7 / 2.5 eV. As for the charge: -1.

CARTESIAN COORDINATES (ANGSTROEM)
N -0.64466 1.36089 1.31487
C 0.59899 1.75341 0.83177
C 0.60473 3.05890 0.04772
C 1.07270 0.83508 -0.36214
N 2.35394 0.58313 -0.70395
C 2.68904 -0.55749 -1.60431
C 3.48691 1.14193 -0.05619
O 0.18152 0.11653 -0.88965
H -0.58050 0.53103 1.97354
H -1.47314 1.44301 0.67253
H 1.34172 1.53541 1.58277
H 0.21966 3.84768 0.77298
H -0.12558 3.12085 -0.73835
H 1.59483 3.39039 -0.10599
H 2.87023 -1.46427 -1.13194
H 3.52091 -0.30055 -2.23147
H 1.80330 -0.90287 -2.27867
H 4.38590 0.66065 -0.47558
H 3.73310 2.24456 -0.09313
H 3.27414 0.88247 1.11266
H -1.12685 -4.21501 1.98533
H -2.06165 -3.17539 2.48294
O -1.13997 -3.55385 2.65573
H -0.40615 -2.25160 1.79731
H -0.26032 -1.22265 0.49372
O -0.23300 -1.40271 1.39522
H -3.32634 1.94412 -1.47076
H -1.97967 1.14617 -1.57822
O -2.79916 1.15713 -1.08924
H -3.27250 -2.31125 -0.40054
H -3.06603 -3.50313 -1.37945
O -3.74601 -3.11664 -0.74408
H 1.21788 -0.27133 2.43521
H 2.65226 -0.30298 2.89219
O 1.76498 -0.42975 3.26106
H -2.97783 0.44486 1.99322
H -4.03280 0.93161 1.31657
O -3.76079 1.00236 2.26611
H -1.01766 1.09883 -3.93279
H 0.03215 1.44965 -2.93163
O -0.33859 1.78149 -3.77974
H -0.28511 -3.02394 -2.52218
H -0.31249 -2.31560 -1.20193
O -0.43212 -3.14109 -1.58154

***

No. 5
The following is a DFT calculation (ωB97M-V/def2-TZVPD) of a 10-piece molecular cluster, C5H28N3O9 overall.

The calculation puts the HOMO-LUMO gap at 9.36 eV. The value obtained for the LUMO energy is -2.8 eV. As for the charge: +1.

CARTESIAN COORDINATES (ANGSTROEM)
C 0.61555 -1.55777 -1.34050
C -0.27826 -2.22999 -0.33606
C -1.05331 -1.33642 0.61322
C -2.39392 -1.17639 0.75137
N -2.65543 -0.64269 2.03252
C -1.43056 -0.65534 2.66050
N -0.46007 -0.98414 1.81420
N 1.42473 -0.47958 -0.65113
H 0.21207 -1.25760 -2.28906
H 1.41256 -2.29876 -1.53612
H -0.87743 -3.02246 -0.81219
H 0.42048 -2.93860 0.23125
H -3.32544 -1.21053 0.10499
H -3.44505 -0.92876 2.58266
H -1.25717 -0.49545 3.71068
H 2.21254 -0.14836 -1.21306
H 0.85203 0.36269 -0.35760
H 1.90670 -0.79012 0.20262
H 2.20578 -4.15772 -0.12680
H 3.10360 -2.78309 -0.05473
O 2.60745 -3.46244 -0.63601
H 2.70153 4.26666 1.33794
H 2.92465 3.34148 2.43340
O 2.16927 3.70363 1.95517
H -3.51174 0.30014 -1.48057
H -4.84354 0.29406 -2.23211
O -4.10825 -0.26571 -2.00896
H 4.33450 -0.03526 0.22362
H 5.32241 0.03179 -0.82313
O 4.37711 0.15531 -0.72419
H 0.57639 2.49686 1.22360
H -0.87194 1.93286 1.59813
O -0.18860 1.96911 0.91276
H -2.86094 2.53408 -1.15182
H -1.84843 1.33875 -0.46385
O -2.67062 1.68578 -0.78191
H 3.32622 -0.92042 2.62068
H 2.59015 0.23165 1.78358
O 3.37081 -0.30998 1.89058
H -1.63451 3.99170 -1.32685
H -0.96190 4.73321 -0.09545
O -1.32269 4.83641 -0.97163
H -2.75851 -0.89950 -2.70371
H -2.04021 -1.85212 -3.68888
O -1.86800 -1.36693 -2.87715

***

No. 6
The following is a DFT calculation (ωB97M-V/def2-TZVPD) of C5H28NO10 as an isolated structure.

The calculation puts the HOMO-LUMO gap at 8.75 eV. The value obtained for the LUMO energy is 3.0 eV. As for the charge: -1.

CARTESIAN COORDINATES (ANGSTROEM)
C 0.14587 -2.90833 -0.98514
N 0.29918 -2.20313 0.28674
C 0.51531 -0.71964 0.10943
C 1.55902 -0.23484 1.11685
O 2.16091 1.09429 0.63472
C -0.77778 0.24661 0.45284
O -0.38472 1.51847 0.26740
C -0.94671 -2.43202 -1.89752
H -0.05935 -3.94825 -0.67118
H 1.07144 -2.92231 -1.57458
H -0.47264 -2.41030 0.89913
H 0.92558 -0.32143 -0.82980
H 1.11858 -0.13459 2.14869
H 2.37691 -0.99271 1.18457
H 1.28945 1.62751 0.35317
H -1.79029 -0.01633 0.00151
H -0.79669 0.14171 1.53794
H -1.57798 -1.71922 -1.27360
H -1.69865 -3.11491 -2.38397
H -0.48193 -1.72895 -2.64560
H -4.30745 0.24837 -0.53889
H -3.44679 -1.04725 -0.18603
O -4.24668 -0.64625 -0.31786
H 4.16631 -1.37825 -1.56504
H 3.14344 -1.46815 -2.63403
O 3.74096 -2.03129 -2.05188
H -2.31035 1.50190 -1.04020
H -3.33560 2.74838 -1.11847
O -3.20623 1.73139 -1.19981
H 3.16789 -2.93064 -0.55917
H 2.28066 -2.70306 0.54725
O 2.89526 -3.34859 0.21918
H 2.98409 1.01112 -0.68938
H 4.17972 1.24674 -1.58175
O 3.36449 0.85086 -1.63261
H -0.49207 3.45109 2.13969
H -1.03717 2.25101 1.10887
O -1.30507 3.04184 1.88387
H -1.74329 3.62503 0.14937
H -2.96511 4.10677 0.62478
O -2.45598 4.16869 -0.20561
H -0.76867 2.30451 4.75887
H -0.60932 2.38936 3.14955
O -0.16856 2.05479 4.00769

***

ΔE to the lowest compared entry with this formula, charge and spin, record by record: 163.9 356.9 0.0 156.1 148.0 254.5 kJ/mol